w:
A gas-phase ion, C8H13N4 (charge +1), computed with ωB97M-V with the def2-TZVPD basis set.

Geometry as XYZ:
```
25
C8H13N4 (ωB97M-V with the def2-TZVPD basis set)
C -0.103 1.789 1.564
C -0.745 1.252 0.315
C 0.667 3.216 0.029
C -0.895 0.676 -2.236
C -1.053 -0.346 -0.090
C 1.632 -2.227 0.688
C -0.738 -1.388 0.917
C 0.153 -2.572 0.672
N 0.590 2.860 1.379
N 0.028 2.191 -0.567
N -0.020 1.746 -1.844
N -1.031 -0.381 -1.392
H -0.264 1.452 2.536
H -1.809 1.595 0.123
H -0.976 0.450 -3.294
H 1.461 3.808 -0.325
H 2.079 -1.285 0.173
H 2.186 -3.059 0.177
H 2.023 -2.142 1.638
H -0.518 -0.948 1.825
H -1.861 -1.605 1.029
H 0.087 -3.306 1.476
H 0.049 -2.990 -0.356
H 0.309 2.474 -2.599
H -1.247 -1.262 -1.837
```

E_LUMO (spin up / spin down): -4.71 / -4.58 eV
Gap between HOMO and LUMO (spin up / spin down): 0.232 / 0.243 hartree
HOMO energy (spin up / spin down): -0.4047 / -0.4114 Ha
Total charge: +1
Spin multiplicity: 1

***

x:
A gas-phase ion, C8H13N4 (charge +1), computed with ωB97M-V with the def2-TZVPD basis set.

Geometry as XYZ:
```
25
C8H13N4 (ωB97M-V with the def2-TZVPD basis set)
C -2.971 -0.661 0.260
C 1.213 1.844 0.116
C 2.181 0.804 -0.046
C -0.070 1.525 0.057
C -0.584 0.031 -0.029
C 0.458 -1.040 0.139
C -1.180 2.565 -0.112
C 2.743 -1.418 -0.748
N -1.933 -0.227 -0.144
N 1.806 -0.436 -0.279
N -4.170 -1.059 -0.091
N 0.433 -1.691 1.426
H 1.447 2.900 0.407
H 3.177 1.206 -0.261
H 0.370 -1.773 -0.655
H -0.624 3.616 -0.290
H -1.860 2.572 0.752
H -1.799 2.335 -0.999
H 3.623 -0.938 -1.299
H 3.044 -2.029 0.028
H 2.275 -2.022 -1.384
H -4.891 -0.986 0.526
H -4.304 -1.691 -0.863
H 1.209 -2.332 1.337
H 0.407 -1.097 2.154
```

E_LUMO (spin up / spin down): -4.32 / -4.32 eV
SMILES: CC1=C([N+]#CN)[C@H](N)N(C)C=C1
Gap between HOMO and LUMO (spin up / spin down): 0.251 / 0.251 hartree
HOMO energy (spin up / spin down): -0.4094 / -0.4094 Ha
Total charge: +1
Spin multiplicity: 1

***

Stability, lowest: w

***

w:
13 unconnected molecules or ions with the total composition C39H91N13O13, computed with ωB97M-V with the def2-TZVPD basis set.

Geometry as XYZ:
```
156
C39H91N13O13 (ωB97M-V with the def2-TZVPD basis set)
C 3.350 -5.322 -19.706
O 3.213 -4.454 -20.544
N 3.946 -5.104 -18.514
C 4.587 -3.848 -18.219
C 3.887 -6.150 -17.528
H 2.991 -6.349 -19.823
H 3.957 -3.072 -17.782
H 4.973 -3.458 -19.162
H 5.409 -3.979 -17.511
H 3.490 -7.068 -17.967
H 4.845 -6.534 -17.157
H 3.294 -5.951 -16.631
C 5.951 1.079 -10.427
O 5.906 0.115 -9.690
N 6.648 1.255 -11.569
C 6.352 2.458 -12.342
C 7.599 0.259 -12.067
H 5.372 1.966 -10.121
H 6.167 3.304 -11.685
H 5.552 2.207 -13.037
H 7.252 2.778 -12.873
H 7.406 0.240 -13.141
H 8.586 0.626 -11.776
H 7.566 -0.751 -11.665
C 3.157 -1.041 -15.776
O 3.391 -2.201 -15.536
N 3.249 -0.029 -14.876
C 3.594 -0.448 -13.524
C 3.000 1.371 -15.221
H 2.725 -0.668 -16.718
H 2.829 -1.058 -13.043
H 3.754 0.417 -12.875
H 4.526 -1.012 -13.492
H 3.924 1.873 -15.495
H 2.149 1.475 -15.888
H 2.657 1.795 -14.274
C 1.906 -8.014 -9.912
O 2.061 -8.480 -8.803
N 1.905 -6.693 -10.215
C 2.458 -5.716 -9.318
C 1.908 -6.277 -11.637
H 1.634 -8.671 -10.755
H 1.700 -5.004 -8.977
H 3.294 -5.158 -9.732
H 2.836 -6.103 -8.370
H 2.886 -5.819 -11.804
H 1.642 -7.129 -12.247
H 1.236 -5.418 -11.696
C 4.165 -2.856 -10.041
O 3.851 -3.265 -11.150
N 3.410 -2.113 -9.215
C 3.863 -1.796 -7.897
C 2.134 -1.567 -9.683
H 5.047 -3.314 -9.564
H 4.819 -2.227 -7.601
H 3.219 -2.163 -7.087
H 3.937 -0.728 -7.679
H 2.288 -0.486 -9.732
H 1.857 -1.972 -10.648
H 1.364 -1.741 -8.932
C 7.369 -9.392 -14.781
O 6.277 -8.987 -15.140
N 7.742 -10.672 -14.625
C 8.924 -11.099 -13.899
C 6.752 -11.686 -14.919
H 8.164 -8.664 -14.545
H 9.622 -10.259 -13.941
H 9.358 -11.941 -14.437
H 8.755 -11.344 -12.850
H 7.246 -12.653 -14.893
H 5.881 -11.627 -14.254
H 6.275 -11.513 -15.888
C 6.945 -6.661 -19.086
O 6.283 -7.482 -19.683
N 8.160 -6.973 -18.570
C 8.754 -6.087 -17.607
C 8.726 -8.290 -18.702
H 6.579 -5.668 -18.801
H 8.194 -5.165 -17.484
H 9.756 -5.692 -17.844
H 8.993 -6.622 -16.685
H 8.229 -9.115 -18.188
H 8.741 -8.556 -19.761
H 9.764 -8.247 -18.371
C 7.176 -5.867 -9.758
O 6.821 -5.740 -8.608
N 6.750 -6.842 -10.594
C 7.344 -7.033 -11.915
C 6.025 -7.998 -10.053
H 7.851 -5.193 -10.308
H 8.184 -6.373 -12.127
H 6.560 -6.783 -12.633
H 7.683 -8.061 -12.021
H 5.796 -7.814 -9.008
H 5.086 -8.064 -10.604
H 6.596 -8.920 -10.149
C 7.175 -3.505 -13.676
O 8.364 -3.656 -13.472
N 6.367 -4.361 -14.347
C 4.960 -4.427 -14.080
C 6.915 -5.514 -15.038
H 6.569 -2.620 -13.400
H 4.639 -3.622 -13.421
H 4.627 -5.345 -13.587
H 4.359 -4.340 -14.987
H 6.426 -6.477 -14.880
H 6.688 -5.262 -16.081
H 7.976 -5.716 -15.093
C 3.877 -9.122 -16.284
O 3.502 -9.686 -17.292
N 3.176 -8.903 -15.162
C 3.667 -8.225 -13.982
C 1.801 -9.356 -15.083
H 4.885 -8.668 -16.201
H 3.397 -8.776 -13.084
H 3.457 -7.162 -13.843
H 4.761 -8.238 -14.081
H 1.078 -8.754 -15.643
H 1.698 -10.387 -15.422
H 1.376 -9.300 -14.079
C 10.972 0.803 -13.367
O 11.570 0.161 -12.526
N 10.368 0.278 -14.455
C 9.673 1.112 -15.439
C 10.387 -1.182 -14.626
H 10.889 1.900 -13.309
H 10.351 1.156 -16.298
H 9.598 2.114 -15.027
H 8.767 0.662 -15.837
H 10.840 -1.343 -15.609
H 11.000 -1.622 -13.851
H 9.354 -1.523 -14.666
C 10.248 -3.443 -7.952
O 10.455 -3.028 -6.833
N 10.685 -2.803 -9.067
C 10.526 -3.302 -10.412
C 11.418 -1.571 -8.954
H 9.686 -4.348 -8.226
H 9.597 -3.031 -10.919
H 10.674 -4.385 -10.464
H 11.331 -2.927 -11.047
H 12.453 -1.696 -9.288
H 10.946 -0.825 -9.604
H 11.420 -1.156 -7.952
C 11.500 -7.115 -13.373
O 10.306 -7.335 -13.206
N 11.951 -5.984 -13.943
C 13.384 -5.668 -13.923
C 11.091 -4.991 -14.571
H 12.337 -7.727 -13.009
H 13.504 -4.584 -13.869
H 13.754 -6.009 -14.892
H 13.988 -6.010 -13.086
H 11.633 -4.636 -15.448
H 10.068 -5.331 -14.677
H 11.001 -4.119 -13.916
```

E_LUMO: -0.10 eV
Gap between HOMO and LUMO: 0.321 hartree
HOMO energy: -0.3249 Ha
Spin multiplicity: 1

***

x:
13 unconnected molecules or ions with the total composition C39H91N13O13, computed with ωB97M-V with the def2-TZVPD basis set.

Geometry as XYZ:
```
156
C39H91N13O13 (ωB97M-V with the def2-TZVPD basis set)
C 19.866 20.296 9.864
C 19.110 19.085 10.367
O 18.483 19.002 11.407
N 19.204 18.025 9.504
C 18.701 16.687 9.888
H 19.509 20.552 8.856
H 20.881 19.933 9.737
H 19.951 21.146 10.534
H 19.431 18.203 8.528
H 18.924 15.910 9.122
H 17.613 16.595 10.093
H 19.181 16.385 10.782
C 11.088 15.057 13.130
C 11.085 14.478 14.511
O 12.074 14.324 15.220
N 9.844 14.176 14.968
C 9.550 13.565 16.296
H 10.522 14.503 12.425
H 12.126 15.167 12.885
H 10.609 16.029 13.237
H 9.094 14.346 14.310
H 9.962 14.217 17.099
H 9.923 12.540 16.432
H 8.483 13.445 16.488
C 16.190 16.862 12.845
C 16.053 15.584 12.035
O 15.257 15.523 11.130
N 17.001 14.617 12.269
C 17.045 13.453 11.477
H 15.150 17.149 13.160
H 16.490 17.629 12.096
H 16.917 16.961 13.624
H 17.795 14.856 12.836
H 16.617 12.549 11.963
H 18.082 13.209 11.280
H 16.540 13.577 10.528
C 17.848 12.709 18.381
C 18.895 13.332 19.274
O 18.954 14.528 19.341
N 19.708 12.543 19.957
C 20.688 13.119 20.815
H 16.926 12.583 18.962
H 18.067 11.680 18.031
H 17.755 13.306 17.457
H 19.544 11.564 19.948
H 21.165 12.362 21.376
H 20.229 13.876 21.459
H 21.520 13.641 20.272
C 24.687 15.534 16.057
C 24.151 14.870 14.739
O 23.923 15.527 13.754
N 23.986 13.547 14.874
C 23.560 12.621 13.757
H 25.139 16.474 15.681
H 25.485 15.040 16.583
H 23.908 15.800 16.788
H 24.457 13.124 15.648
H 24.407 12.578 13.029
H 22.676 13.029 13.284
H 23.413 11.605 14.109
C 24.118 14.237 10.217
C 22.961 13.259 10.003
O 23.117 12.304 9.277
N 21.853 13.517 10.753
C 20.634 12.757 10.729
H 24.209 14.598 11.229
H 24.020 15.093 9.475
H 24.990 13.663 9.890
H 21.885 14.343 11.343
H 20.005 13.005 9.854
H 20.061 12.885 11.679
H 20.945 11.724 10.620
C 15.486 13.786 15.010
C 15.115 12.356 15.047
O 16.023 11.481 15.041
N 13.820 12.049 15.000
C 13.478 10.668 14.953
H 15.486 14.284 15.959
H 14.675 14.223 14.371
H 16.508 13.860 14.588
H 13.127 12.830 14.903
H 13.630 10.186 15.917
H 13.994 10.148 14.094
H 12.424 10.527 14.639
C 20.992 17.192 13.048
C 20.051 16.218 13.700
O 19.735 15.151 13.188
N 19.562 16.669 14.868
C 18.668 15.960 15.773
H 20.739 18.185 13.319
H 20.921 17.098 11.964
H 22.035 16.974 13.311
H 19.822 17.594 15.215
H 17.804 16.584 15.878
H 19.192 15.966 16.713
H 18.512 14.957 15.321
C 18.657 9.369 12.559
C 19.588 10.078 13.513
O 20.819 10.044 13.383
N 19.020 11.012 14.338
C 19.887 11.838 15.210
H 19.197 8.462 12.189
H 18.611 10.028 11.631
H 17.700 9.124 12.957
H 17.977 11.036 14.439
H 20.368 11.298 16.051
H 19.196 12.528 15.707
H 20.698 12.297 14.661
C 17.357 19.432 16.180
C 18.772 19.894 16.407
O 19.696 19.085 16.650
N 19.014 21.226 16.240
C 20.321 21.744 16.308
H 16.673 20.294 15.902
H 16.993 19.104 17.166
H 17.322 18.662 15.445
H 18.177 21.784 16.110
H 20.416 22.633 16.934
H 20.715 21.939 15.319
H 20.987 20.978 16.683
C 23.446 21.258 11.374
C 23.244 20.159 10.448
O 23.116 20.284 9.229
N 23.263 18.929 11.019
C 23.449 17.685 10.315
H 23.058 22.180 10.956
H 24.464 21.468 11.678
H 22.811 21.042 12.228
H 23.385 18.916 12.019
H 22.595 17.296 9.776
H 23.727 16.864 10.969
H 24.242 17.799 9.634
C 19.367 19.817 20.083
C 18.100 19.188 19.589
O 17.222 19.925 19.202
N 18.039 17.878 19.672
C 16.791 17.116 19.463
H 20.252 19.438 19.548
H 19.497 19.606 21.191
H 19.424 20.905 19.968
H 18.885 17.376 19.756
H 15.978 17.822 19.350
H 16.526 16.368 20.250
H 16.912 16.547 18.489
C 23.092 18.826 16.151
C 23.713 20.180 15.919
O 23.738 20.644 14.763
N 24.162 20.816 17.043
C 24.751 22.097 17.135
H 23.286 18.180 15.345
H 22.018 19.044 16.097
H 23.334 18.371 17.124
H 23.993 20.237 17.856
H 25.803 22.097 17.358
H 24.186 22.695 17.856
H 24.557 22.605 16.163
```

E_LUMO: 0.24 eV
Gap between HOMO and LUMO: 0.335 hartree
HOMO energy: -0.3259 Ha
Spin multiplicity: 1

***

Stability, lowest: w

***

w:
A molecular structure, C11H17N10OPPm, computed with ωB97M-V with the def2-TZVPD basis set.

Geometry as XYZ:
```
41
C11H17N10OPPm (ωB97M-V with the def2-TZVPD basis set)
Pm 0.174 -0.089 0.230
O -1.752 1.432 0.597
C -1.559 2.582 1.434
C -0.100 2.980 1.528
C 0.245 4.223 2.049
C 1.581 4.516 2.264
C 2.530 3.550 1.954
C 2.110 2.359 1.392
N 0.817 2.072 1.168
H -2.586 1.023 0.886
H -1.886 2.354 2.459
H -2.154 3.417 1.038
H -0.526 4.938 2.289
H 1.873 5.472 2.670
H 3.578 3.725 2.138
H 2.829 1.590 1.110
N 2.078 -2.492 1.817
C 2.773 -1.894 0.776
N 3.920 -2.242 0.223
N 4.091 -1.402 -0.779
N 3.129 -0.564 -0.861
N 2.245 -0.811 0.139
C 0.863 -1.851 2.034
N 0.675 -0.732 2.752
N -0.563 -0.365 2.505
N -1.117 -1.195 1.655
N -0.234 -2.129 1.307
H 2.614 -2.798 2.617
C -0.762 1.523 -3.439
P 0.536 0.657 -2.474
C 1.826 1.956 -2.393
C 1.263 -0.438 -3.740
H -0.347 1.894 -4.376
H -1.142 2.364 -2.860
H -1.577 0.839 -3.666
H 1.999 2.350 -3.394
H 2.739 1.500 -2.005
H 1.518 2.777 -1.746
H 1.507 0.163 -4.617
H 0.560 -1.220 -4.026
H 2.174 -0.887 -3.343
```

E_LUMO (spin up / spin down): -3.49 / -3.44 eV
Gap between HOMO and LUMO (spin up / spin down): 0.319 / 0.321 hartree
HOMO energy (spin up / spin down): -0.4474 / -0.4477 Ha
Total charge: +1
Spin multiplicity: 5

***

x:
A molecular structure, C11H17N10OPPm, computed with ωB97M-V with the def2-TZVPD basis set.

Geometry as XYZ:
```
41
C11H17N10OPPm (ωB97M-V with the def2-TZVPD basis set)
Pm -0.299 -1.044 -0.914
O 2.085 -0.509 -1.123
C 2.743 0.714 -1.435
C 1.697 1.789 -1.357
C 2.055 3.125 -1.445
C 1.063 4.085 -1.376
C -0.257 3.689 -1.216
C -0.534 2.339 -1.140
N 0.427 1.398 -1.208
H 2.609 -1.323 -1.222
H 3.177 0.652 -2.435
H 3.546 0.896 -0.718
H 3.089 3.417 -1.570
H 1.309 5.136 -1.444
H -1.066 4.403 -1.161
H -1.548 1.984 -1.033
N -2.303 -3.514 -1.688
C -2.613 -2.118 -1.662
N -2.949 -1.462 -0.539
N -2.730 -0.168 -0.820
N -2.265 -0.057 -2.047
N -2.183 -1.281 -2.613
C -0.975 -3.624 -1.162
N -0.710 -3.620 0.146
N 0.609 -3.337 0.229
N 1.090 -3.155 -0.972
N 0.105 -3.322 -1.894
H -2.950 -4.025 -1.098
C -0.144 -1.682 3.135
P -0.207 -0.311 1.961
C 1.255 0.714 2.296
C -1.620 0.688 2.501
H -0.131 -1.325 4.166
H 0.739 -2.291 2.947
H -1.022 -2.313 2.992
H 1.287 1.010 3.347
H 1.224 1.615 1.681
H 2.169 0.166 2.066
H -1.521 0.966 3.552
H -2.529 0.100 2.369
H -1.724 1.594 1.905
```

E_LUMO (spin up / spin down): -3.54 / -3.28 eV
Gap between HOMO and LUMO (spin up / spin down): 0.344 / 0.352 hartree
HOMO energy (spin up / spin down): -0.4740 / -0.4723 Ha
Total charge: +1
Spin multiplicity: 5

***

Stability, lowest: w